# 1
Formula: C34H35As2Br2N4O2Re
Source: the OMol25 dataset
Level of theory: ωB97M-V with the def2-TZVPD basis set

Element x y z (Å)
1 Re -0.2639 0.1593 0.1483
2 C 4.1762 -0.9924 -3.3524
3 C 3.0692 -0.6218 -4.1064
4 C 1.9823 -0.0283 -3.4938
5 C 1.9847 0.1479 -2.1096
6 C 3.0920 -0.2165 -1.3512
7 C 4.1904 -0.7716 -1.9817
8 N 0.8940 0.8155 -1.4858
9 N 0.5521 1.8569 -2.1035
10 C -0.4932 2.5744 -1.5874
11 C -0.7422 3.8470 -2.0929
12 C -1.7294 4.6080 -1.4972
13 C -2.4281 4.0715 -0.4220
14 C -2.1359 2.7896 0.0107
15 N -1.1972 2.0350 -0.5664
16 H 5.0375 -1.4327 -3.8366
17 H 3.0604 -0.7747 -5.1772
18 H 1.1316 0.3111 -4.0697
19 H 3.1167 0.0253 -0.2970
20 H 5.0704 -1.0261 -1.4054
21 H -0.1351 4.2020 -2.9136
22 H -1.9429 5.6063 -1.8544
23 H -3.1971 4.6384 0.0836
24 H -2.6616 2.3625 0.8527
25 C -1.7783 -0.9255 -3.3180
26 As -1.1812 -1.5195 -1.5681
27 C -2.6896 -2.6323 -1.0414
28 C 0.2353 -2.8085 -1.8763
29 C 0.2351 -3.5977 -3.0216
30 C 1.2241 -4.5537 -3.1945
31 C 2.2054 -4.7210 -2.2270
32 C 2.1925 -3.9433 -1.0778
33 C 1.2102 -2.9780 -0.9014
34 As 0.9423 -2.0289 0.7801
35 C 0.0127 -3.5120 1.6409
36 C 2.5786 -1.9866 1.8192
37 H -2.3905 -1.7192 -3.7440
38 H -0.9338 -0.7323 -3.9750
39 H -2.3843 -0.0247 -3.2323
40 H -2.5987 -3.5736 -1.5816
41 H -3.6221 -2.1490 -1.3298
42 H -2.7017 -2.8279 0.0285
43 H -0.5385 -3.4786 -3.7712
44 H 1.2297 -5.1751 -4.0799
45 H 2.9764 -5.4672 -2.3666
46 H 2.9531 -4.0915 -0.3204
47 H 0.6826 -4.3674 1.5467
48 H -0.9201 -3.7527 1.1365
49 H -0.1689 -3.3219 2.6951
50 H 3.3438 -2.6121 1.3633
51 H 2.3474 -2.3747 2.8093
52 H 2.9434 -0.9679 1.9055
53 C -5.7418 0.3700 0.6355
54 C -4.4967 0.0798 1.4181
55 C -4.4965 -0.0731 2.8027
56 C -3.3116 -0.3297 3.4644
57 C -2.1323 -0.4071 2.7425
58 Br -0.5463 -0.7748 3.6999
59 N -2.0985 -0.2645 1.4064
60 C -3.2740 -0.0404 0.7830
61 H -6.6205 0.3500 1.2751
62 H -5.8815 -0.3584 -0.1641
63 H -5.6843 1.3557 0.1696
64 H -5.4217 -0.0048 3.3607
65 H -3.2868 -0.4772 4.5345
66 H -3.2270 0.0541 -0.2963
67 Br 3.8812 5.9537 5.3828
68 C 3.0230 4.6886 4.3273
69 C 3.7933 3.8987 3.4437
70 C 3.1504 2.9731 2.6654
71 C 1.7526 2.8265 2.7535
72 C 0.9956 3.6169 3.6392
73 C 1.6198 4.5462 4.4284
74 C 1.0666 1.8322 1.8761
75 O 1.7340 1.0510 1.1511
76 O -0.1841 1.7668 1.8417
77 H 4.8655 4.0290 3.3847
78 H 3.7039 2.3492 1.9770
79 H -0.0755 3.4795 3.6939
80 H 1.0576 5.1652 5.1143

Values from the calculation:
charge = +3
Kohn-Sham gap (spin up / spin down) = 6.7922 / 3.8554 eV
spin multiplicity = 2
HOMO level (spin up / spin down) = -15.992 / -15.987 eV
LUMO level (spin up / spin down) = -9.199 / -12.131 eV
<S²> = 0.78

=====

# 2
Formula: C51H81N3O17
Source: the OMol25 dataset
Level of theory: ωB97M-V with the def2-TZVPD basis set

Element x y z (Å)
1 C -9.9223 2.3523 18.9381
2 C -9.9129 1.5088 17.8168
3 C -8.9398 0.5770 17.6914
4 C -8.0871 0.3324 18.7775
5 C -8.3000 1.0455 20.0145
6 C -9.2005 2.0830 20.0894
7 N -7.0328 -0.7083 18.6293
8 O -6.1364 -0.7630 19.4492
9 O -7.0455 -1.4482 17.6720
10 H -10.6750 3.1251 18.9902
11 H -10.5996 1.5608 16.9848
12 H -8.9303 -0.0282 16.7969
13 H -7.6401 0.8239 20.8402
14 H -9.4045 2.6589 20.9800
15 C -4.5606 12.7089 16.7591
16 C -3.6844 11.6578 16.7060
17 C -4.1945 10.3565 16.6021
18 C -5.5426 10.0696 16.5900
19 C -6.3557 11.1595 16.6100
20 C -5.9006 12.4634 16.7881
21 N -6.1367 8.7210 16.3287
22 O -7.3328 8.5318 16.1478
23 O -5.4162 7.7472 16.5035
24 H -4.1801 13.7103 16.8960
25 H -2.6282 11.8752 16.7658
26 H -3.4981 9.5398 16.4824
27 H -7.4230 11.0337 16.5031
28 H -6.5288 13.3370 16.8810
29 C -7.0778 9.0590 19.5444
30 C -7.7667 10.2416 19.6887
31 C -7.0509 11.3851 20.0308
32 C -5.6208 11.2926 20.2711
33 C -5.0154 10.0470 20.3029
34 C -5.7128 8.9452 19.8082
35 N -4.8506 12.5850 20.3900
36 O -5.3689 13.6430 20.0298
37 O -3.6491 12.4566 20.6597
38 H -7.6258 8.1977 19.1918
39 H -8.7860 10.2312 19.3318
40 H -7.6016 12.3107 20.1109
41 H -3.9584 9.9687 20.5104
42 H -5.2140 8.0412 19.4916
43 C -16.4563 5.3543 15.6350
44 C -15.4904 5.6263 14.5168
45 O -15.2170 4.7537 13.7178
46 C -14.7338 6.9722 14.4576
47 H -16.0439 5.7391 16.5678
48 H -16.7894 4.3470 15.8851
49 H -17.4259 5.8281 15.4822
50 H -15.3594 7.7745 14.8488
51 H -14.4304 7.2383 13.4451
52 H -13.8340 6.9616 15.0728
53 C -12.5927 9.5128 17.7373
54 C -13.6674 10.5878 17.8453
55 O -13.9195 11.1138 18.8983
56 C -14.5234 10.8392 16.6523
57 H -12.0610 9.6119 16.7909
58 H -13.2205 8.6225 17.7725
59 H -11.9933 9.4514 18.6456
60 H -14.3526 10.1295 15.8428
61 H -14.3066 11.8202 16.2297
62 H -15.5503 10.7643 17.0101
63 C -11.4978 13.6704 16.3045
64 C -10.8600 12.2939 16.2922
65 O -10.9965 11.5138 15.3815
66 C -10.1432 11.8980 17.6065
67 H -11.6909 13.9916 15.2809
68 H -10.6750 14.3068 16.6303
69 H -12.3141 13.7335 17.0239
70 H -9.2171 12.4697 17.6677
71 H -10.0767 10.8132 17.6898
72 H -10.7689 12.1656 18.4580
73 C -6.8540 3.8545 18.5447
74 C -5.6387 4.6875 18.1805
75 O -5.0255 5.3747 18.9984
76 C -5.2348 4.7089 16.7024
77 H -6.5046 2.9845 19.1007
78 H -7.3081 3.5371 17.6060
79 H -7.5676 4.4759 19.0858
80 H -5.7704 5.4460 16.1041
81 H -5.4946 3.7184 16.3290
82 H -4.1669 4.8199 16.5143
83 C -9.8614 5.6581 17.0966
84 C -9.9834 7.1544 16.8975
85 O -9.9737 7.9198 17.8148
86 C -10.1905 7.7161 15.5611
87 H -8.8251 5.3203 17.0997
88 H -10.4443 5.1710 16.3148
89 H -10.2080 5.4331 18.1052
90 H -10.1149 8.8022 15.6122
91 H -11.1893 7.5451 15.1597
92 H -9.4674 7.3241 14.8459
93 C -11.6768 6.0948 19.9438
94 C -10.3612 6.4462 20.5641
95 O -9.5558 5.5814 20.7697
96 C -10.2913 7.7535 21.3327
97 H -11.7530 5.0710 19.5776
98 H -11.9279 6.8423 19.1912
99 H -12.3640 6.1379 20.7888
100 H -10.5490 7.6200 22.3834
101 H -10.9009 8.4729 20.7859
102 H -9.2637 8.1136 21.3817
103 C -8.4327 10.4306 13.4565
104 C -8.2463 11.7080 12.6748
105 O -8.2236 11.7643 11.4736
106 C -7.9524 12.9876 13.4793
107 H -8.4972 9.5799 12.7781
108 H -9.2661 10.3446 14.1537
109 H -7.4333 10.2173 13.8360
110 H -8.6105 13.2300 14.3138
111 H -8.0156 13.7625 12.7154
112 H -6.9557 12.9480 13.9187
113 C -4.5835 6.1174 12.8493
114 C -5.4707 7.2812 13.1746
115 O -5.0444 8.3332 13.4658
116 C -6.9181 6.9944 13.3372
117 H -3.6504 6.4688 12.4089
118 H -4.9843 5.3775 12.1566
119 H -4.2564 5.5541 13.7234
120 H -7.4924 7.8172 13.7629
121 H -7.0647 6.2322 14.1024
122 H -7.3973 6.6910 12.4063
123 C -11.8600 4.4737 13.1110
124 C -10.4032 4.2862 13.6308
125 O -9.6085 5.2152 13.6970
126 C -10.0439 2.8843 14.0629
127 H -12.2268 5.4601 13.3947
128 H -12.5901 3.7894 13.5433
129 H -11.9051 4.4004 12.0244
130 H -9.0984 2.9080 14.6047
131 H -9.9510 2.1927 13.2255
132 H -10.8000 2.5781 14.7858
133 C -13.5422 2.0248 18.4509
134 C -13.3736 2.7578 17.1542
135 O -12.7275 3.7491 17.0546
136 C -14.0230 2.2631 15.8504
137 H -14.4676 2.2691 18.9727
138 H -12.8547 2.2675 19.2612
139 H -13.6060 0.9553 18.2504
140 H -15.1124 2.2245 15.8512
141 H -13.6564 1.2524 15.6712
142 H -13.7615 2.9222 15.0226
143 C -10.6304 7.8252 11.8112
144 C -9.8782 8.3846 10.6525
145 O -9.0535 7.7543 9.9988
146 C -10.3020 9.7310 10.1289
147 H -10.4746 8.3262 12.7666
148 H -10.4811 6.7691 12.0361
149 H -11.6975 7.8875 11.5980
150 H -11.2220 9.5771 9.5650
151 H -9.4831 10.1190 9.5232
152 H -10.3902 10.4604 10.9341

Values from the calculation:
charge = +1
Kohn-Sham gap (spin up / spin down) = 6.1478 / 2.2795 eV
spin multiplicity = 2
HOMO level (spin up / spin down) = -10.896 / -10.896 eV
LUMO level (spin up / spin down) = -4.748 / -8.616 eV
<S²> = 0.77

=====

DFT total energy / eV: -309748.589; -93458.811